# 1
52
Properties=species:S:1:pos:R:3:forces:R:3 method="wB97M-V/def2-TZVPD" e_tot_ha=-1742.18891 multiplicity=2 charge=-1 de_lowest_ev=0.851 e_homo_ev="-4.2 / -4.2"
Hg -0.69871 -0.58912 2.13713 0.2 0.3 0.0
C -0.21942 1.53547 -3.34824 -0.1 -0.3 0.7
Si 0.03616 1.01312 -1.50452 0.8 0.6 -0.3
C 0.01356 2.59200 -0.44711 -0.2 -0.6 -0.2
C 1.75394 0.22427 -1.35438 -0.8 0.0 0.0
C -1.31510 -0.24455 -1.09478 -0.1 0.9 -0.1
C -0.89773 -1.61903 -1.31519 0.2 -1.0 -0.3
C -0.91426 -2.17759 -2.60545 -0.1 0.3 0.0
C -0.40825 -3.44224 -2.81400 0.1 -0.2 0.1
C 0.11332 -4.14637 -1.73641 0.0 0.0 -0.2
C 0.04442 -3.54710 -0.49217 0.1 -0.3 -0.1
N -0.45288 -2.34283 -0.28360 0.0 0.4 0.2
Si -3.12161 0.12777 -0.84474 -1.2 0.1 0.4
C -4.09110 0.53424 -2.46620 0.7 -0.1 0.5
C -4.01340 -1.41393 -0.15063 0.5 0.5 -0.2
C -3.38345 1.60424 0.34022 0.3 -0.4 -0.4
H 0.52014 2.26795 -3.65826 0.2 0.1 0.1
H -1.20241 1.96440 -3.51514 -0.2 0.1 0.0
H -0.12413 0.67808 -4.00708 0.0 -0.2 -0.1
H 0.78013 3.28339 -0.78460 0.2 0.0 -0.2
H 0.24499 2.33618 0.58101 0.1 -0.2 0.3
H -0.93345 3.11857 -0.46406 -0.3 0.1 -0.1
H 2.53549 0.88728 -1.71435 0.0 0.2 -0.1
H 1.82113 -0.71069 -1.90412 0.0 -0.2 -0.2
H 1.94947 0.02552 -0.30345 0.1 0.0 0.4
H -1.30450 -1.59213 -3.42546 0.0 0.0 -0.1
H -0.41330 -3.88356 -3.80339 0.0 0.1 0.0
H 0.55973 -5.12174 -1.86630 0.0 -0.1 0.1
H 0.40766 -4.06417 0.38777 0.0 0.0 0.1
H -4.06590 -0.30623 -3.15245 0.0 -0.2 -0.2
H -3.67241 1.39234 -2.98076 0.1 0.2 -0.1
H -5.13385 0.75479 -2.25501 -0.2 0.0 0.2
H -3.72786 -2.29495 -0.71281 0.1 -0.3 -0.2
H -5.09362 -1.32640 -0.20047 -0.2 0.2 -0.1
H -3.73694 -1.58485 0.88288 0.1 0.0 0.3
H -3.23669 2.55115 -0.17070 0.0 0.2 -0.1
H -2.66792 1.56072 1.15723 0.1 -0.1 0.1
H -4.38239 1.60945 0.76917 -0.2 -0.1 0.0
C 4.30072 2.10928 2.85064 -0.4 -0.4 -0.1
Si 3.02676 0.66785 3.00888 0.9 0.3 1.4
C 4.17119 -0.85714 3.26938 -0.3 0.3 -0.1
C 2.16031 1.00338 4.70025 0.3 -0.2 -0.6
O 1.98518 0.53351 1.86868 -0.9 -0.2 -1.1
H 4.94667 2.17788 3.72371 0.1 0.0 0.2
H 3.79951 3.06460 2.72435 -0.1 0.2 0.0
H 4.93440 1.95292 1.98060 0.1 0.0 -0.2
H 4.85313 -0.73562 4.10826 0.1 0.1 0.2
H 4.77131 -1.02273 2.37660 0.1 0.0 -0.2
H 3.58935 -1.75935 3.43738 -0.2 -0.2 0.0
H 2.84944 1.20027 5.51394 0.2 0.0 0.3
H 1.54116 0.15100 4.96607 -0.1 -0.2 0.1
H 1.50199 1.86068 4.59170 -0.1 0.2 0.0

# 2
8
Properties=species:S:1:pos:R:3:forces:R:3 method="wB97M-V/def2-TZVPD" e_tot_ha=-697.38745 multiplicity=1 de_lowest_ev=4.449 e_homo_ev="-9.5 / -9.5"
C 1.03812 -0.10688 -0.35554 -1.7 1.7 -1.3
N 0.10026 -0.84687 -0.87195 0.4 0.9 0.6
N -0.89251 -1.29756 -1.05572 -1.1 -1.2 -1.0
O -1.26177 -0.43442 1.48996 -0.1 -0.3 0.7
O -1.22429 1.47693 0.01097 0.6 -0.1 1.5
S -0.61458 0.80647 1.17017 -1.2 0.7 -1.7
H 1.73442 -0.51496 0.20884 3.1 -2.3 2.2
H 1.12036 0.91727 -0.59673 0.0 0.6 -1.0

# 3
18
Properties=species:S:1:pos:R:3:forces:R:3 method="wB97M-V/def2-TZVPD" e_tot_ha=-657.82730 multiplicity=2 de_lowest_ev=0.203 e_homo_ev="-11.1 / -11.0"
Cl -1.56915 -3.70796 -0.19432 0.0 -0.1 -0.1
H 0.71639 -0.27966 -1.63727 0.6 1.0 -0.2
C 1.01480 0.53799 -0.93548 0.2 -0.5 0.2
C 1.20855 1.93744 -1.50186 -0.2 -0.1 0.1
C -0.08050 0.48124 0.10972 0.2 -0.4 0.0
C -0.22506 -0.93974 0.65382 0.0 0.5 0.3
C -1.35360 -1.04362 1.66225 0.0 -0.3 -0.2
H 1.97403 0.22643 -0.48435 -0.3 -0.1 -0.1
H 2.02679 1.99332 -2.19848 0.3 -0.1 -0.4
H 0.31742 2.31478 -1.98381 -0.3 0.0 -0.3
H 1.43287 2.66111 -0.71472 0.0 -0.2 0.2
H 0.13065 1.17758 0.93129 -0.1 -0.1 0.0
H -1.02259 0.77962 -0.35800 -0.1 0.1 0.1
H -0.41425 -1.67018 -0.16174 0.2 0.3 0.0
H 0.72238 -1.23411 1.12421 -0.1 -0.1 -0.1
H -1.45728 -2.10217 1.90958 -0.3 0.2 0.4
H -1.12850 -0.45781 2.55226 -0.1 -0.1 0.1
H -2.29296 -0.67424 1.22692 0.2 -0.2 0.2

# 4
28
Properties=species:S:1:pos:R:3:forces:R:3 method="wB97M-V/def2-TZVPD" e_tot_ha=-632.31619 multiplicity=3 charge=+1 de_lowest_ev=0.277 e_homo_ev="-10.4 / -12.5"
C -4.65045 -0.56142 -0.21603 2.5 0.9 0.0
C -4.43771 0.60569 0.52575 0.3 -0.9 -1.0
C -3.56025 -1.26473 -0.74283 -1.0 -1.3 0.0
C -3.20510 1.16101 0.62752 1.7 -1.0 0.3
C -2.28127 -0.82565 -0.46677 0.2 0.2 0.3
C -2.08702 0.40910 0.19689 0.6 -0.1 -1.0
C -0.74856 0.89903 0.30749 -3.5 1.8 1.1
C 1.54921 0.46300 0.04355 -3.4 -5.6 0.7
C 3.98941 0.16007 0.74201 0.0 -1.6 -1.6
C 2.73399 -1.50616 -0.76057 -0.7 -2.1 2.7
C 2.62471 -0.51742 0.38946 -0.4 0.2 2.6
N 1.81715 1.52443 -0.61813 2.4 2.9 -0.6
O 0.23454 0.03545 0.11230 5.9 -0.3 0.3
O 0.94417 2.37243 -0.84787 -1.2 1.9 -1.4
H -5.61990 -0.84878 -0.42300 -1.8 -0.8 -0.2
H -5.27713 0.99245 0.98600 -1.5 1.3 0.8
H -3.83801 -2.23037 -1.25004 0.9 1.1 0.4
H -2.91219 2.01232 1.17969 -0.6 1.1 0.5
H -1.34818 -1.33905 -0.65797 -0.5 -0.6 -0.6
H -0.49089 1.86248 0.73829 -0.3 -0.4 0.0
H 4.43112 -0.11920 1.67396 -0.3 -0.2 0.8
H 3.80780 1.17315 0.71721 0.3 2.5 0.5
H 4.80304 -0.03787 0.02795 -0.6 -0.1 -0.2
H 3.63399 -2.03608 -0.57373 1.1 -0.4 -0.1
H 1.98546 -2.32113 -0.73384 -0.1 0.9 -0.5
H 2.84196 -0.95144 -1.61360 0.0 0.9 -2.6
H 2.25192 -0.90933 1.39336 0.3 -0.3 -1.5
H 2.80819 1.79803 -0.75704 -0.4 -0.2 0.0

# 5
16
Properties=species:S:1:pos:R:3:forces:R:3 method="wB97M-V/def2-TZVPD" e_tot_ha=-271.70712 multiplicity=1 de_lowest_ev=1.238 e_homo_ev=-9.4 smiles="C=COCCC"
C -2.47147 -0.44240 -1.07824 0.1 0.0 -0.1
C -1.26083 -0.84865 -1.43557 -0.3 -0.1 0.1
O -0.20994 0.00960 -1.59684 -0.1 0.1 -0.1
C 0.80634 -0.13457 -0.61133 0.2 0.0 0.2
C 0.44943 0.61131 0.66772 -0.1 0.0 0.0
C 1.58605 0.58962 1.68612 0.1 0.0 0.0
H -2.65717 0.60227 -0.85364 0.0 -0.1 -0.1
H -3.29726 -1.14186 -1.01321 0.1 0.0 0.0
H -1.03384 -1.89394 -1.65704 0.0 0.1 0.1
H 1.71896 0.27798 -1.05493 -0.1 0.0 0.1
H 0.98529 -1.20160 -0.40004 0.0 0.1 -0.1
H -0.45844 0.17083 1.09837 0.1 0.1 -0.1
H 0.20003 1.64470 0.39729 0.1 -0.1 0.0
H 1.31078 1.13715 2.59324 0.0 -0.1 -0.1
H 1.84082 -0.43534 1.98063 0.0 0.1 0.0
H 2.49124 1.05489 1.27747 -0.1 -0.1 0.1

# 6
99
Properties=species:S:1:pos:R:3:forces:R:3 method="wB97M-V/def2-TZVPD" e_tot_ha=-3046.43270 multiplicity=1 charge=-1 e_homo_ev=-6.8
Cl 0.44120 0.08067 1.04047 0.3 2.0 1.2
O -0.20010 -0.12992 2.29905 -0.4 -0.8 -0.3
O 0.82702 -1.16684 0.41573 -0.3 -0.2 -0.5
O -0.40349 0.89405 0.19240 -0.2 -0.9 -0.6
O 1.63702 0.87713 1.28891 0.6 -0.3 -0.2
N -3.32705 -2.58021 1.89346 -0.1 0.1 -0.4
C -4.50012 -3.20842 1.92704 -0.3 0.1 0.2
C -5.13621 -3.74634 0.81846 0.6 -0.2 -0.2
C -4.48866 -3.63296 -0.40759 -0.4 0.3 0.0
C -3.31641 -2.89859 -0.47694 0.4 -0.7 0.0
C -2.74193 -2.44540 0.70004 -0.1 0.2 0.2
H -4.99108 -3.27494 2.89245 0.1 0.0 0.1
H -6.05279 -4.30753 0.93104 -0.1 0.1 0.0
H -4.91063 -4.07872 -1.29964 0.0 0.0 0.0
H -2.75944 -2.81466 -1.40049 -0.1 0.1 -0.1
H -1.78350 -1.93997 0.69285 0.0 0.0 0.0
N -3.96545 2.69173 1.54376 -0.4 -0.5 -0.4
C -3.87793 1.37576 1.27594 0.5 0.8 1.0
C -4.98528 0.59720 1.05166 -0.6 -1.0 0.0
C -6.24979 1.15722 1.10797 0.3 0.5 0.0
C -6.35188 2.51889 1.36125 -0.2 -0.5 -0.3
C -5.18299 3.23806 1.55628 0.3 0.2 -0.2
H -2.88444 0.95900 1.41341 0.0 -0.1 -0.4
H -4.90525 -0.47684 0.92526 0.3 0.1 -0.1
H -7.14368 0.56401 0.96760 0.1 -0.1 0.0
H -7.34455 2.94964 1.35414 0.2 0.4 0.2
H -5.18363 4.31277 1.69973 -0.2 0.0 0.2
C -0.57810 4.16850 2.11153 -0.3 0.6 0.0
O -1.72485 3.83079 2.87980 0.1 -0.2 -0.7
H -0.64094 5.21463 1.78317 0.2 0.1 0.3
H 0.29951 4.02365 2.73933 0.1 0.0 -0.2
H -0.47440 3.61806 1.17185 -0.1 -0.5 0.3
H -2.37947 3.47888 2.24549 -0.1 0.0 0.5
C -3.91335 -0.45617 4.48064 -0.7 -0.8 0.1
O -2.60444 -0.76048 4.05982 -0.7 0.5 -0.1
H -4.35053 0.47593 4.10356 0.4 0.2 0.0
H -4.59858 -1.24883 4.13833 -0.1 0.1 0.0
H -4.00716 -0.49169 5.56830 0.3 0.3 0.0
H -2.75640 -1.17162 3.19208 0.7 -0.2 0.2
C 1.28706 -4.92068 0.85176 0.7 0.9 0.0
O 0.38783 -3.96434 1.39553 0.0 -0.3 -0.6
H 1.35628 -4.89338 -0.24404 -0.5 -0.2 0.0
H 2.30844 -4.64278 1.15058 0.0 -0.5 0.3
H 1.01421 -5.90790 1.20864 0.0 -0.1 0.0
H 0.63214 -3.11857 0.99210 -0.2 0.2 0.4
C 2.17637 2.23344 4.68239 -0.7 -0.8 0.3
O 1.82523 0.92268 4.23214 0.7 0.6 -0.1
H 1.26450 2.82647 4.82144 0.1 0.2 -0.3
H 2.60405 2.13600 5.68388 0.3 0.1 -0.2
H 2.86424 2.70624 3.98091 0.1 0.3 0.2
H 1.91376 0.96484 3.26787 -0.5 -0.4 0.0
F -1.43485 0.10622 -7.20700 0.0 0.1 0.0
C -1.27689 -0.01303 -5.86878 -0.2 0.3 0.3
C -2.31578 -0.51746 -5.11565 -0.1 -0.8 0.7
C -2.13558 -0.68430 -3.73558 0.4 0.2 -0.5
C -0.95313 -0.26647 -3.15551 0.7 -0.2 0.5
C 0.08880 0.22103 -3.93023 -0.4 0.1 -0.2
C -0.08780 0.40092 -5.29412 0.1 0.3 0.0
H -3.23026 -0.90392 -5.54554 0.1 0.2 -0.4
H -2.85759 -1.23258 -3.14646 -0.3 0.3 0.0
H -0.73424 -0.34039 -2.09602 -0.4 -0.2 0.1
H 1.03583 0.42470 -3.44786 0.0 0.4 -0.1
H 0.63541 0.96194 -5.87303 0.1 -0.4 -0.2
F -1.41936 -5.38557 -1.89382 -0.1 0.2 0.1
C -0.57120 -4.80535 -2.77475 -0.3 -0.9 0.2
C -0.05631 -3.56501 -2.49037 1.0 0.4 0.1
C 0.87566 -3.04133 -3.38014 0.9 -0.5 -0.3
C 1.26822 -3.74518 -4.51683 -1.0 0.2 -0.1
C 0.68354 -4.97917 -4.77046 0.0 -0.3 -0.3
C -0.21711 -5.55818 -3.88340 0.3 0.8 -0.3
H -0.17404 -3.06041 -1.53900 -0.5 -0.1 0.0
H 1.47040 -2.16548 -3.15820 -0.5 0.3 0.2
H 1.88901 -3.25769 -5.25580 0.3 -0.2 0.1
H 0.90662 -5.52970 -5.67778 0.2 0.1 0.0
H -0.60840 -6.54191 -4.09016 -0.2 0.0 0.2
F 1.48308 6.22106 0.72977 0.0 -0.1 -0.1
C 2.53903 5.48082 0.32019 -0.4 -0.1 -0.1
C 2.38419 4.13383 0.05988 0.1 -1.0 0.5
C 3.51324 3.41014 -0.27776 1.0 0.2 -0.8
C 4.72955 4.04592 -0.52693 0.0 0.5 0.2
C 4.83988 5.42074 -0.33274 -0.4 -0.3 0.2
C 3.73464 6.13036 0.14038 0.5 0.3 -0.6
H 1.49621 3.52527 0.18211 -0.3 0.6 0.2
H 3.51089 2.34057 -0.44201 -0.5 0.0 0.2
H 5.57796 3.47535 -0.87890 0.0 0.0 0.1
H 5.76369 5.94492 -0.53701 0.0 0.0 0.0
H 3.76018 7.20892 0.22993 0.1 0.0 0.3
F 6.41144 -1.38325 -1.70762 0.1 0.0 -0.1
C 6.28611 -0.44953 -0.74178 0.1 0.1 0.5
C 5.16982 -0.48004 0.06830 -0.5 -0.2 -0.1
C 4.98230 0.49132 1.03902 0.4 0.3 0.4
C 5.96913 1.45371 1.24253 0.2 -0.1 -0.3
C 7.11939 1.41268 0.46762 0.2 0.1 0.3
C 7.29840 0.46988 -0.52684 -0.1 -0.1 -0.5
H 4.43043 -1.26107 -0.06046 0.0 0.1 -0.1
H 4.09768 0.47331 1.66150 -0.1 0.0 -0.1
H 5.90662 2.27055 1.94860 -0.4 -0.2 0.2
H 7.91351 2.11796 0.68591 0.0 0.1 -0.2
H 8.17736 0.48644 -1.15856 0.0 -0.1 0.0

Number 1: molar mass 526.27 g/mol. Number 2: molar mass 106.11 g/mol. Number 3: molar mass 107.60 g/mol. Number 4: molar mass 192.24 g/mol. Number 5: molar mass 86.13 g/mol. Number 6: molar mass 770.24 g/mol.